Entry 1:
68
Properties=species:S:1:pos:R:3:forces:R:3:lowdin_spin:R:1 method="wB97M-V/def2-TZVPD" e_homo_ev="-17.901 / -17.925" spin_multiplicity=3 gap_ev="3.12 / 3.19" total_energy_ha=-2534.16197 charge=+4 relative_energy_kcal_mol=32.8
Mo 0.014 -0.499 -3.089 0.821 -0.352 6.912 0.64
S 0.742 -2.394 1.991 0.222 0.559 -0.403 0.02
P 3.730 -0.463 0.391 2.468 -1.490 0.373 0.00
P -2.887 -2.556 0.431 -2.322 -4.212 0.958 0.59
P -1.155 3.809 -0.833 -0.086 1.140 0.742 0.00
O -1.072 0.023 0.105 0.868 -1.177 -3.801 0.13
O 1.274 1.153 0.773 4.789 -2.531 -2.205 0.01
N -0.460 -0.248 3.210 0.371 -0.891 -1.243 0.00
N 1.209 -1.067 4.343 0.236 -0.914 -1.372 0.00
C -2.879 4.427 -0.984 -0.212 -0.545 -0.325 0.00
C -0.976 4.101 0.976 0.067 -0.600 0.012 0.00
C 0.826 -1.601 -4.630 0.710 -0.869 -1.269 0.00
C -4.503 -2.754 -0.425 0.227 1.806 -0.601 0.09
C -0.304 5.348 -1.360 0.272 -0.264 -0.504 0.00
C -0.596 0.850 -4.514 -0.803 0.904 -1.134 0.01
C -0.589 -1.608 -4.708 -0.649 -0.718 -1.203 0.01
C 1.527 -0.381 -4.505 1.230 0.036 -1.159 0.01
C 0.503 -1.217 3.191 -0.373 1.510 1.774 0.00
C 2.206 0.549 0.398 -5.311 2.751 2.613 0.02
C 5.038 0.457 -0.422 -0.596 0.753 -0.425 0.00
C -2.106 -4.138 -0.081 1.407 0.968 -0.405 0.08
C 0.820 0.837 -4.452 0.399 1.042 -0.970 -0.01
C 4.185 -0.695 2.106 -0.480 0.128 0.692 0.00
C -3.304 -2.965 2.173 0.673 1.684 0.395 0.09
C -0.837 -0.281 -0.995 -1.557 1.466 3.161 0.19
C -1.312 -0.379 -4.650 -1.046 0.101 -1.194 0.02
C 3.425 -2.023 -0.416 -0.717 -0.237 -0.359 0.00
C -0.491 0.530 4.437 -0.400 0.497 0.462 0.00
C 0.704 -0.018 5.222 0.118 0.151 0.519 0.00
H 3.930 0.195 2.696 0.168 -0.120 -0.031 0.00
H -2.859 -4.923 -0.239 -0.016 0.417 0.097 0.02
H 1.977 -1.693 4.580 -0.545 0.171 0.040 0.00
H 0.665 5.431 -0.850 -0.204 0.041 -0.286 0.00
H -2.920 5.472 -0.642 -0.001 -0.382 -0.106 0.00
H 5.972 -0.125 -0.409 -0.325 -0.159 0.178 0.00
H 1.458 0.762 5.385 -0.117 -0.336 0.094 0.00
H -2.379 -3.045 2.757 -0.211 -0.084 -0.083 0.00
H 1.370 -2.539 -4.609 -0.059 0.033 0.027 0.00
H 2.606 -0.369 -4.390 -0.119 -0.097 -0.027 0.00
H -5.209 -2.021 -0.014 0.007 -0.245 -0.236 0.00
H -1.575 -3.935 -1.023 -0.055 -0.530 0.115 0.00
H -1.123 -0.125 2.448 0.386 -0.197 0.538 0.00
H 0.079 4.226 1.229 -0.098 0.024 0.077 0.00
H 3.680 -1.570 2.535 -0.052 0.192 -0.266 0.00
H -3.182 4.369 -2.036 -0.167 0.109 0.263 0.00
H -4.891 -3.774 -0.313 0.375 0.107 0.249 0.02
H -1.124 1.794 -4.404 0.018 -0.229 0.022 0.01
H -1.376 3.238 1.519 -0.019 0.189 0.170 0.00
H 0.386 -0.439 6.183 0.253 0.137 -0.196 0.00
H -0.370 1.605 4.247 -0.216 -0.323 -0.050 0.00
H -1.534 5.000 1.253 0.149 -0.125 0.051 0.00
H 2.820 -2.679 0.224 0.152 0.291 -0.036 0.00
H 4.399 -2.499 -0.611 -0.063 0.315 0.045 0.00
H -0.933 6.217 -1.111 0.311 -0.278 -0.074 0.00
H -1.429 0.356 4.980 0.198 0.175 -0.214 0.00
H 5.203 1.406 0.105 0.037 -0.121 -0.122 0.00
H -1.380 -4.430 0.685 -0.116 -0.020 -0.238 0.00
H -4.338 -2.536 -1.492 -0.343 -0.148 0.269 0.00
H -3.877 -3.898 2.244 0.060 0.095 -0.461 0.02
H -0.156 5.301 -2.446 0.100 0.332 0.233 0.00
H -3.550 3.812 -0.371 0.042 0.175 -0.249 0.00
H 1.367 1.758 -4.281 -0.121 -0.022 0.056 0.00
H 2.901 -1.864 -1.368 0.251 -0.113 0.071 0.00
H -1.090 -2.569 -4.738 -0.140 0.148 -0.024 0.01
H -2.397 -0.386 -4.661 0.138 0.041 0.001 0.01
H -3.888 -2.125 2.566 -0.063 -0.329 0.184 0.00
H 4.758 0.652 -1.465 0.183 0.050 0.138 0.00
H 5.274 -0.845 2.153 -0.107 0.116 -0.260 0.00

Entry 2:
66
Properties=species:S:1:pos:R:3:forces:R:3:lowdin_spin:R:1 method="wB97M-V/def2-TZVPD" e_homo_ev="-17.876 / -18.605" spin_multiplicity=5 gap_ev="9.56 / 6.88" total_energy_ha=-1793.37487 charge=+3 relative_energy_kcal_mol=63.1
Sb -0.764 -0.663 1.824 -0.563 -0.240 -0.410 0.23
Rh 0.661 0.697 -0.089 0.074 0.113 0.205 2.28
S -0.563 -1.029 -1.450 -0.254 -0.152 0.261 0.08
O -0.180 2.555 -0.490 -0.203 0.192 -0.122 0.13
O -1.539 -1.304 -0.296 0.124 -0.002 -0.009 0.11
N 2.709 1.185 -0.333 0.158 0.069 -0.097 0.11
N 1.271 4.112 0.273 -0.084 0.035 -0.087 0.01
C 2.144 3.175 0.964 -0.045 -0.011 0.143 0.02
C 0.653 0.591 4.371 0.014 0.041 0.065 0.11
C 3.534 0.463 -1.108 0.049 -0.107 -0.042 0.02
C -0.684 -0.018 4.194 0.069 0.039 0.234 0.45
C 4.760 0.936 -1.529 -0.041 -0.015 0.027 0.00
C 4.304 2.953 -0.330 -0.025 -0.052 0.054 0.00
C -2.908 -1.063 2.264 0.472 0.274 -0.142 0.15
C 3.092 2.417 0.061 0.011 0.035 0.046 0.02
C 1.737 -2.439 2.035 0.153 0.107 -0.102 0.00
C 0.163 -2.614 -1.935 0.057 -0.026 -0.241 0.01
C 0.169 3.761 -0.384 0.087 0.031 0.044 0.01
C 0.218 -2.524 2.035 0.006 -0.286 0.219 0.02
C -3.063 1.196 -3.860 -0.001 0.024 0.039 0.00
C -3.064 -2.414 2.910 -0.107 -0.056 0.008 0.03
C -1.529 -0.501 -2.866 0.039 -0.143 -0.078 0.02
C -0.704 -3.844 -1.648 0.086 0.109 0.083 0.00
C -0.658 4.828 -1.018 0.035 0.002 -0.007 0.01
C 5.151 2.208 -1.139 -0.032 -0.039 -0.001 0.01
C -1.979 -3.948 -2.464 -0.095 -0.053 -0.085 0.00
C -2.298 0.784 -2.604 0.052 0.014 0.087 0.00
H -2.420 -4.934 -2.327 -0.013 0.016 0.000 0.00
H -3.261 -0.227 2.859 -0.052 0.010 0.039 0.00
H 0.787 0.704 5.461 0.022 0.034 -0.008 0.05
H -0.931 -3.896 -0.584 -0.001 -0.006 0.016 0.00
H -1.552 0.624 4.292 -0.014 0.060 -0.084 0.02
H -2.610 -2.473 3.899 0.010 -0.001 -0.010 0.00
H -1.659 4.452 -1.207 0.014 0.014 0.010 0.00
H 1.486 5.099 0.322 0.017 -0.039 0.022 0.00
H -3.638 2.101 -3.671 -0.003 -0.004 0.005 0.00
H -2.689 -3.224 2.286 0.004 -0.002 0.007 0.00
H 3.188 -0.525 -1.387 0.034 0.019 -0.026 0.00
H -1.786 -3.829 -3.531 0.007 0.001 -0.019 0.00
H -3.287 -0.990 1.245 -0.130 -0.061 0.042 0.01
H -2.728 -3.219 -2.155 -0.020 0.014 0.025 0.00
H -0.199 5.103 -1.970 -0.030 0.004 -0.007 0.00
H -2.384 1.398 -4.688 0.009 -0.013 -0.030 0.00
H -1.603 1.572 -2.301 -0.027 0.002 -0.020 0.00
H 0.348 -2.510 -3.008 0.081 0.022 0.004 0.00
H -2.183 -1.341 -3.108 0.010 -0.006 0.009 0.00
H 0.725 1.588 3.939 0.022 0.003 0.009 0.00
H 1.479 -0.039 4.041 0.012 -0.011 0.005 0.01
H 1.520 2.470 1.534 0.074 0.032 -0.060 0.01
H -4.135 -2.585 3.052 -0.014 -0.026 0.006 0.01
H -0.707 5.720 -0.394 -0.001 0.018 -0.007 0.00
H -3.761 0.419 -4.168 -0.014 -0.011 -0.021 0.00
H 2.714 3.735 1.705 -0.006 0.017 -0.062 0.00
H -2.991 0.621 -1.775 -0.012 0.011 -0.007 0.00
H -0.789 -0.400 -3.667 -0.009 0.058 0.000 0.00
H -0.155 -3.011 2.937 -0.007 0.037 -0.002 0.00
H 2.120 -1.929 1.142 -0.003 -0.020 0.026 0.00
H 1.126 -2.662 -1.426 -0.008 -0.012 0.056 0.00
H -0.846 -1.024 4.568 0.042 -0.110 -0.034 0.02
H 2.124 -1.909 2.904 0.012 -0.005 0.016 0.00
H -0.051 -4.694 -1.862 0.000 0.029 -0.010 0.00
H 4.593 3.938 0.010 -0.002 0.026 0.010 0.00
H -0.147 -3.113 1.192 -0.041 0.020 0.019 0.00
H 6.105 2.611 -1.451 0.011 0.008 -0.001 0.00
H 2.171 -3.438 2.050 -0.012 -0.017 0.000 0.00
H 5.393 0.315 -2.147 0.007 -0.012 -0.011 0.00

Entry 3:
70
Properties=species:S:1:pos:R:3:forces:R:3:lowdin_charge:R:1 method="wB97M-V/def2-TZVPD" e_homo_ev="-11.052 / -11.053" spin_multiplicity=1 gap_ev="6.40 / 6.50" total_energy_ha=-2799.23803 charge=+1
Pt 0.744 0.255 1.491 -0.299 -0.044 0.888 0.76
S 4.172 6.810 1.294 0.004 -0.205 -0.022 0.73
S -1.526 0.246 1.550 0.777 0.449 -0.180 0.38
S 3.046 -1.664 3.386 0.062 -1.162 0.990 0.88
Si -1.679 -0.607 -0.464 0.071 0.694 0.633 -0.09
O -2.512 0.348 -1.448 0.045 -0.402 -0.160 -0.13
O -0.069 -0.692 -0.718 0.128 0.096 0.008 -0.26
O -2.269 -2.092 -0.466 0.191 -0.124 0.062 -0.13
O 2.161 -1.486 2.187 -0.378 0.656 -1.132 -0.69
N 2.041 1.996 1.737 -0.701 -0.896 -0.444 -0.10
N 5.757 5.087 0.175 -0.019 -0.523 -0.020 0.09
C 3.329 1.790 1.447 0.185 -0.232 0.074 -0.12
C -4.445 -1.870 0.546 0.305 -0.114 -0.184 -0.02
C 4.206 2.814 1.146 -0.146 0.420 0.105 0.02
C 3.746 4.137 1.140 -0.633 -1.077 0.235 -0.21
C 2.401 4.337 1.475 0.336 -0.149 -0.030 -0.01
C -3.972 2.137 -0.836 0.279 -0.175 -0.184 -0.02
C -3.432 -4.103 0.018 0.030 0.384 -0.097 -0.02
C 0.735 -1.372 -1.684 0.658 -0.308 -0.515 -0.63
C 2.183 -1.121 -1.254 -0.326 -0.066 -0.023 -0.03
C 0.468 -0.778 -3.065 0.007 -0.076 0.344 -0.01
C 0.424 -2.866 -1.636 -0.022 0.262 0.019 -0.01
C 1.594 3.256 1.765 -0.236 0.123 0.097 -0.09
C -1.535 2.579 -1.249 -0.192 -0.284 -0.009 -0.03
C -3.024 1.905 -3.158 0.080 -0.111 0.354 -0.01
C -2.746 1.744 -1.662 -0.258 0.520 -0.187 -0.63
C -4.169 -2.588 -1.855 0.167 0.043 0.288 -0.01
C -3.586 -2.652 -0.443 -0.546 -0.418 -0.054 -0.63
C 4.607 5.285 0.834 0.339 1.549 -0.058 -0.81
C 1.920 -2.118 4.751 0.329 0.268 -0.322 -0.22
C 3.762 -3.331 3.131 -0.054 0.579 0.042 -0.22
H 1.188 -1.322 4.859 0.041 0.158 -0.074 0.06
H 0.471 -3.203 -0.603 0.033 -0.115 0.099 0.10
H -4.188 3.193 -0.966 -0.047 0.144 0.005 0.09
H -1.669 3.608 -1.570 -0.016 0.112 -0.018 0.09
H 1.138 -3.432 -2.229 0.092 -0.013 -0.093 0.10
H -3.957 -1.868 1.519 -0.043 -0.004 0.160 0.08
H -0.632 2.184 -1.707 0.153 -0.029 -0.081 0.08
H -1.423 2.561 -0.167 0.085 0.029 0.116 0.05
H 0.745 0.275 -3.085 -0.006 0.088 -0.001 0.09
H 0.559 3.396 2.047 0.011 -0.061 -0.134 0.12
H 4.496 -3.528 3.905 0.065 0.045 0.184 0.06
H -3.249 2.942 -3.388 -0.032 0.138 -0.035 0.09
H -0.579 -3.055 -2.005 -0.074 -0.097 -0.070 0.08
H -5.429 -2.321 0.641 -0.096 -0.005 0.026 0.10
H 1.048 -1.302 -3.821 0.041 -0.069 -0.081 0.10
H -3.017 -4.128 1.023 0.023 -0.040 0.114 0.09
H 2.502 -2.197 5.662 0.146 -0.028 0.147 0.06
H 3.664 0.760 1.475 -0.018 0.025 -0.111 0.10
H -2.159 1.596 -3.739 0.116 -0.023 -0.065 0.08
H -2.765 -4.651 -0.645 0.035 -0.006 -0.082 0.09
H 6.084 4.178 -0.106 -0.051 0.021 -0.093 0.10
H -4.402 -4.593 0.022 -0.072 -0.068 0.023 0.09
H 2.004 5.340 1.511 -0.015 0.015 0.005 0.09
H 6.317 5.891 -0.059 -0.022 -0.036 0.092 0.10
H 2.402 -0.054 -1.276 0.011 0.087 0.003 0.08
H 5.241 2.575 0.950 -0.003 -0.092 0.000 0.12
H 4.254 -3.334 2.163 0.047 0.167 -0.086 0.06
H -4.196 -1.554 -2.188 -0.046 0.102 -0.101 0.08
H -5.178 -2.991 -1.865 -0.084 -0.040 -0.005 0.09
H -4.839 1.561 -1.152 -0.080 -0.044 -0.026 0.09
H -4.558 -0.843 0.207 -0.107 0.190 -0.027 0.07
H 1.412 -3.053 4.541 0.014 -0.094 -0.187 0.06
H -3.873 1.291 -3.448 -0.094 -0.071 -0.029 0.09
H -0.588 -0.866 -3.306 -0.144 -0.018 -0.128 0.09
H -3.780 1.940 0.216 -0.025 0.029 0.139 0.07
H 2.876 -1.635 -1.916 0.051 -0.039 -0.072 0.09
H 2.984 -4.085 3.143 -0.229 0.030 0.016 0.06
H -3.555 -3.167 -2.543 0.044 -0.035 -0.055 0.09
H 2.317 -1.497 -0.239 0.111 -0.033 0.005 0.05